9
Properties=species:S:1:pos:R:3:lowdin_charge:R:1 method="wB97M-V/def2-TZVPD" gap_ev="10.0 / 10.0" smiles="C=[N+]([O-])O.N#N"
O 0.5479 1.9602 -0.2334 -0.043
H -0.3172 -1.1152 -0.8984 0.089
N -0.0207 0.8145 -0.2704 -0.365
H 1.2584 -0.2213 -1.4893 0.096
H -0.9868 1.3735 1.0867 0.085
O -1.0398 0.5539 0.6523 -0.019
N -2.9864 -0.5100 0.0557 0.019
N -3.9383 -0.0330 0.3528 0.056
C 0.3951 -0.2800 -0.8281 0.082


6
Properties=species:S:1:pos:R:3:lowdin_charge:R:1 method="wB97M-V/def2-TZVPD" gap_ev="6.0 / 6.0" charge=+2
O 1.0267 0.1541 -0.2703 -0.106
H 0.0603 -1.4519 0.6212 0.184
F -2.1008 0.4964 -0.0865 0.218
C -1.2561 -0.3334 -0.5362 0.212
C 0.0242 -0.4471 0.1192 -0.170
Mg 2.2457 1.5819 0.1525 1.664


13
Properties=species:S:1:pos:R:3:lowdin_charge:R:1 method="wB97M-V/def2-TZVPD" gap_ev=10.0 smiles="NC=O.OCO"
H 1.1441 0.9282 1.2784 0.114
N -1.7158 -1.3950 -0.3404 0.175
H 2.0169 1.8220 -0.0050 0.114
H -0.6255 1.1713 -0.4056 0.115
O 2.3633 -0.2134 0.1745 -0.052
H -1.3779 -2.3011 -0.0686 0.114
O -1.8477 0.8337 0.0585 -0.038
C 1.4778 0.8850 0.2294 -0.402
C -1.4948 -0.3247 0.4186 -0.330
O 0.4283 0.7123 -0.6580 -0.175
H 2.5909 -0.3420 -0.7545 0.083
H -1.0485 -0.5315 1.3958 0.148
H -1.9111 -1.2448 -1.3229 0.133


18
Properties=species:S:1:pos:R:3:lowdin_charge:R:1 method="wB97M-V/def2-TZVPD" gap_ev=10.1 smiles="C=NC(=C)CCC"
H 1.9474 -1.8194 1.5592 0.063
H -2.0310 2.9531 0.4674 0.034
H 0.1816 -3.9620 -1.3860 0.094
H 0.1137 0.0409 -1.5410 0.082
H -0.9676 2.1960 1.7035 0.089
H -1.7265 0.3378 0.3986 0.122
H -0.2321 3.0285 0.1651 0.082
C 0.5600 -2.9313 -0.9854 -0.076
H -1.9364 1.4657 -1.0633 0.083
C 0.0989 0.5203 -0.6048 -0.176
N -0.2078 -2.0634 -0.3955 -0.004
C 0.4340 -0.7693 0.2108 -0.283
C 1.5427 -0.9156 1.0532 0.034
C -1.2771 1.1428 -0.2881 -0.231
H 1.0160 1.1026 -0.3656 0.111
C -1.1084 2.4490 0.5975 -0.114
H 1.6379 -2.7807 -0.9594 0.055
H 1.9546 0.0049 1.4337 0.037


127
Properties=species:S:1:pos:R:3:lowdin_charge:R:1 method="wB97M-V/def2-TZVPD" gap_ev=8.2 charge=-1
O -3.9494 -0.9051 -5.6569 -0.271
O 6.1741 -0.4457 -4.2021 -0.336
S 3.5959 0.1768 3.8408 0.846
H 0.6004 -3.3602 -1.6141 0.074
O 3.5456 4.7925 1.0488 -0.269
O 1.8492 3.7828 -4.3672 -0.311
H 1.4198 -4.3693 0.5892 0.045
H -0.4263 -4.0900 -2.9034 0.082
S 0.5633 4.1726 -3.7756 0.725
F 0.1305 2.3183 -0.3736 -0.274
O 0.6196 5.1084 -2.6289 -0.322
O -1.5715 -3.5044 0.0914 -0.289
H 0.2431 6.2615 0.7701 0.062
H 2.5814 3.2333 2.1099 0.111
H -2.5718 2.5457 2.7051 0.030
H -1.0229 2.8484 -2.4113 0.057
H -2.7556 -2.5804 -5.0618 0.113
F -0.8702 0.1984 -1.4244 -0.316
C 1.5461 -3.9203 1.5744 -0.247
H 3.8666 -1.2166 -0.0317 0.072
H 0.3245 1.9445 -2.9381 0.045
S 1.2553 -5.0050 3.0556 0.861
C -2.9014 -1.5031 -4.9827 -0.300
H -3.3034 -1.4881 3.9063 0.071
O -2.8959 0.3316 6.0382 -0.297
O 1.9020 -4.2271 4.2257 -0.578
C 4.2146 1.3303 -3.5495 -0.106
O -0.4761 0.2673 5.2516 -0.307
H 1.8316 -7.1165 1.9305 0.041
H -1.0264 2.3114 -4.1237 0.053
F -0.3863 -1.0523 0.8389 -0.291
H 1.3154 -0.4183 4.0050 0.016
H 0.0301 -4.5765 6.4328 0.060
H 4.4132 2.2399 -4.1163 0.069
H 0.4088 4.6074 1.4047 0.050
H 5.2237 -2.3067 -0.1650 0.096
H -2.2704 5.0758 -4.2408 0.119
H -0.3464 -2.8548 4.9249 0.095
H -0.7137 -2.4417 -2.4757 0.057
H 1.0296 4.8413 -0.1037 0.026
O -5.8201 3.4366 3.8924 -0.591
H -1.3826 7.6341 -5.7048 0.072
S 2.5360 5.9181 1.6782 0.696
C -1.6001 -0.6518 -5.1446 -0.051
H -4.0962 -3.8445 -6.6875 0.066
H 3.5877 0.6644 -4.1425 0.070
H 2.5980 -3.6380 1.6180 0.049
H -5.5137 0.8726 2.9285 0.053
O -2.7056 -3.4200 2.3576 -0.327
S -4.3875 -1.4043 -7.1881 0.673
H -4.2494 0.9557 1.7109 0.007
H -1.7001 -4.3242 6.2675 0.075
H -0.9779 6.3200 -3.7774 0.105
H -1.0201 -0.7543 -4.2275 0.052
F -1.7265 0.9194 0.7744 -0.293
O 3.0499 7.2194 1.1454 -0.330
H 2.3097 0.1766 6.1049 0.034
O 2.3647 5.6764 3.0864 -0.305
O 5.3488 -0.3869 -1.7669 -0.259
C -0.7908 -3.9136 6.7064 -0.053
H -2.8562 3.9675 3.8855 0.053
C 4.4396 -1.4245 -2.0132 -0.341
C 2.3875 -6.4080 2.5446 -0.243
C -3.1811 3.0087 3.4813 -0.233
C 0.8979 5.3921 0.8276 -0.080
H 0.8817 -3.0680 1.7166 0.022
O 6.7770 1.5111 -2.7212 -0.286
C 3.1802 3.4429 1.2236 -0.294
C -5.1089 1.4848 2.1226 -0.243
H -2.3698 -3.6193 -1.8592 0.101
As -0.0653 0.6276 0.1786 0.984
C -0.3925 -3.3977 -2.0622 -0.049
O -5.5307 -0.5869 -7.5287 -0.277
H 2.6561 3.1540 0.3126 0.100
H 3.2689 -6.0376 2.0211 0.048
H 3.8835 1.0724 6.0099 0.026
O -0.4121 4.8289 -4.9954 -0.278
H -5.5698 -3.3235 -7.6446 0.061
C -1.4295 5.6969 -4.5494 -0.295
H -1.4153 6.2615 -6.6720 0.077
H -0.8485 -3.8865 7.7946 0.071
H 1.9919 -1.1107 2.5620 0.026
H -3.1705 -1.3579 -3.9365 0.112
H -2.6160 0.0825 3.2166 0.036
H -3.3592 2.3062 4.2955 0.032
H -2.8869 6.6232 -5.5947 0.072
H 4.2461 1.5610 1.2651 0.048
H -4.8252 -2.0194 0.4239 0.064
C -0.4500 -2.5622 5.9698 -0.256
C -1.5361 -3.9758 -1.2542 -0.297
H -3.3510 -1.1077 0.7549 0.033
H 3.5197 -2.7625 -0.7112 0.070
C 2.1989 -0.9242 3.6158 -0.293
H 3.8468 -0.6957 6.1472 0.049
H 0.4700 -2.1677 6.4010 0.120
O 4.7339 -0.7817 3.6945 -0.581
O -1.6368 -1.7925 6.1048 -0.274
H -5.8146 1.4584 1.2923 0.034
F 1.5181 0.1770 -0.6320 -0.294
H -1.6383 -1.4861 3.3025 0.045
C 4.5065 2.6192 1.2422 -0.047
H -1.5705 -5.0653 -1.2573 0.119
C -1.8044 6.6292 -5.7225 -0.055
H 5.1080 2.8507 0.3632 0.079
S -3.0232 -3.6018 0.9095 0.721
H 3.8094 1.5625 -2.5647 0.065
H -1.8300 0.3965 -5.3357 0.071
O -3.8393 -4.6853 0.3813 -0.303
F 0.7100 1.1105 1.7122 -0.258
H 3.4682 -1.0692 -2.3570 0.107
C -0.4122 2.6641 -3.2951 -0.101
H -0.8827 -0.9437 -5.9116 0.073
S -4.8548 3.2588 2.7239 0.846
S 5.8115 0.5312 -3.1384 0.704
H -5.5296 -3.2044 -5.9122 0.073
H 4.7705 -2.1914 -2.7135 0.118
C -3.7510 -1.9825 0.2423 -0.062
O -3.1494 -1.3962 -7.9450 -0.286
H 5.0158 2.7770 2.1929 0.074
H 2.6521 -6.8753 3.4931 0.040
C 4.2979 -2.0016 -0.6528 -0.075
C -4.9064 -3.1246 -6.8029 -0.112
S -1.8017 -0.3356 5.3607 0.652
H 2.3242 -1.8796 4.1254 0.040
C -2.4285 -0.8643 3.7232 -0.102
H -3.4791 -1.9742 -0.8132 0.049
C 3.3343 0.1725 5.7330 -0.209


20
Properties=species:S:1:pos:R:3:lowdin_charge:R:1 method="wB97M-V/def2-TZVPD" gap_ev=9.0
H -2.0051 -1.9588 -0.0444 0.071
H -0.3874 -0.1614 -0.7918 0.160
C 0.8533 0.6830 0.8735 0.057
N -1.6055 -1.5767 0.8002 0.004
O -1.1594 0.9032 -0.6216 -0.394
H 2.1956 -0.6445 -1.2238 0.087
H 0.1397 -1.7484 1.7018 0.109
N -0.2136 -1.7836 0.7459 -0.120
H 2.3955 -1.6686 0.2091 0.084
N 0.4932 -0.7903 -0.0297 -0.240
H -0.6921 2.8730 -0.1540 0.053
H 1.4535 1.2743 0.1933 0.070
H -0.8360 2.5145 -1.9036 0.065
H -2.2705 2.5947 -0.8633 0.064
C -1.2250 2.2611 -0.9048 -0.268
H 1.4924 0.2073 1.6232 0.060
H 1.4547 -2.2755 -1.1596 0.089
C 1.6982 -1.3775 -0.5884 -0.083
H -1.8302 -0.5728 0.8015 0.063
H 0.0487 1.2467 1.3365 0.066


15
Properties=species:S:1:pos:R:3:lowdin_charge:R:1 method="wB97M-V/def2-TZVPD" gap_ev=11.0
H 0.1324 -1.7840 1.0904 0.087
H 1.8053 -1.1459 1.3216 0.081
H 1.8466 -0.4609 -1.1076 0.065
H -2.5301 0.3132 0.2180 0.051
C -0.7914 1.1817 -0.4207 -0.300
C 1.1217 -1.1864 -0.7730 -0.174
F 1.4064 1.9171 1.2372 -0.176
H 1.5251 -2.0390 -1.1824 0.035
H -0.3338 1.7563 -1.2051 0.068
C -2.0160 0.7920 -0.5903 -0.053
Si 0.2770 0.7908 0.9773 0.514
C 0.8430 -0.9785 0.7397 -0.324
H -0.8586 0.8516 2.3725 0.031
H 0.1481 -0.9673 -1.2392 0.056
H -2.5758 0.9595 -1.4385 0.038


13
Properties=species:S:1:pos:R:3:lowdin_charge:R:1 method="wB97M-V/def2-TZVPD" gap_ev=10.4 smiles=C#C[C@@H]1N[C@@H]1C
C 0.4715 -0.7894 -0.6529 -0.336
H 1.1204 -1.2438 -1.4062 0.133
N -0.9212 -0.7827 -1.0907 0.059
C -0.9409 2.2357 0.8063 0.119
H 0.0289 0.9226 -2.0156 0.134
C 0.8729 -1.0537 0.7701 -0.060
C -0.5540 1.4520 -0.0238 -0.107
H 0.9341 -2.1271 0.9774 0.077
H 0.1579 -0.5969 1.4600 0.072
H -1.5449 -0.8243 -0.2862 0.098
C -0.1830 0.4900 -1.0409 -0.299
H 1.8553 -0.6124 0.9674 0.083
H -1.2970 2.9300 1.5352 0.026


Electronic energy list, top to bottom, in a.u.: -354.5426; -451.1344; -360.8401; -289.8596; -8952.6732; -361.4313; -547.1621; -249.3695